[1]
# C34H28AsBr2I2N2O2SZn

A structure of composition C34H28AsBr2I2N2O2SZn (wB97M-V/def2-TZVPD, the Open Molecules 2025 dataset).

The total energy comes out at -11729.363011 Eh. The value obtained for the gap between HOMO and LUMO is 0.25825 Eh. The LUMO energy comes out at 2.01 eV. The energy above the lowest of the compared OMol25 structures with the same formula, charge and spin is 0.00 kcal/mol. As for the HOMO energy: -5.022 eV. Its total charge is -1. The calculation puts the max |F| at 0.0027 Eh/bohr.

XYZ file:
```
73
C34H28AsBr2I2N2O2SZn, DFT wB97M-V/def2-TZVPD
C -1.21555 4.09337 -3.42368
I 0.29161 5.95198 0.84738
H -1.39357 -2.78714 1.55352
C -0.56018 -5.29292 4.63743
C -0.83074 3.24865 -2.35881
C 2.54906 -2.80070 1.74002
H 4.33682 -0.28778 -2.56110
C -0.44190 -2.54100 2.02619
H -4.10449 -1.19118 -2.52932
C -1.77926 2.09089 -4.63509
C -5.27903 0.59430 -2.72349
H 1.33280 -3.03395 6.29354
S -2.02923 -0.63075 -0.65620
C 3.80466 -0.03287 -1.65406
C 1.64474 -0.12835 -2.96855
C -5.45105 1.91435 -2.32689
C 3.54543 0.83957 3.07299
C 2.35898 0.55840 0.58005
C 0.82625 -4.79752 0.49860
H -2.89365 2.12130 -0.11189
H -5.94913 0.15491 -3.45377
C 0.74326 -3.47734 5.50026
C 0.20634 -4.74853 5.65823
H -6.24909 2.51633 -2.74305
H 1.64368 -5.14641 -0.13370
H 0.93277 -1.76620 4.22408
O 0.22391 0.73601 1.58705
C 3.75888 0.45187 0.69944
H 0.37634 -5.30560 6.57121
H 3.99216 0.95569 4.05095
Zn -0.35248 0.93652 -0.38681
C 1.48565 0.75200 1.73051
C 2.15427 0.90444 2.94984
H 2.66976 -1.81160 2.18204
C 4.33484 0.61016 1.98131
H 0.67703 -0.57736 -2.74581
C 0.52299 -2.76402 4.33208
Br 6.21870 0.47924 2.21247
N -0.86558 1.90267 -2.45026
O -0.17809 2.94229 -0.11078
H 3.41589 -3.00191 1.10921
H 0.90343 -5.26857 1.47899
C 2.40071 0.10344 -1.69630
C -0.23785 -3.30179 3.29265
C -3.55778 1.68490 -0.85002
C -0.66173 5.99194 -2.03388
Br 1.11009 1.18046 4.50360
H -1.38697 -5.00330 2.68034
N 1.72480 0.41745 -0.61491
C 4.47377 0.15601 -0.48201
C -1.33962 1.34005 -3.53288
C -3.35619 0.36459 -1.26207
H -0.99466 -6.27882 4.75195
H -4.70095 3.47827 -1.06146
C -1.70167 3.45479 -4.58505
C -1.10564 5.49364 -3.22941
H 2.20343 -0.79344 -3.62696
As 0.93427 -2.83889 0.62339
C -4.58370 2.45042 -1.38458
H 2.49536 -3.54384 2.53599
H -2.17621 1.58553 -5.50507
C -0.77951 -4.57513 3.47010
H 1.47177 0.81219 -3.49451
H -1.39455 0.25631 -3.52760
C -0.41190 3.75501 -1.06452
H -0.11531 -5.08460 0.02948
C -4.24524 -0.16809 -2.20094
H -0.44061 -1.46236 2.19440
C -0.32444 5.14454 -0.96970
I -1.62142 6.83976 -4.74794
H -2.02624 4.05599 -5.42453
H -0.57977 7.06124 -1.89261
H 5.55053 0.06047 -0.43912
```

Partial charges, Löwdin, in e: atom 1 (C): -0.215, atom 2 (I): 0.877, atom 3 (H): 0.052, atom 4 (C): -0.101, atom 5 (C): -0.139, atom 6 (C): -0.311, atom 7 (H): 0.110, atom 8 (C): -0.349, atom 9 (H): 0.090, atom 10 (C): -0.036, atom 11 (C): -0.113, atom 12 (H): 0.099, atom 13 (S): 0.592, atom 14 (C): -0.012, atom 15 (C): -0.030, atom 16 (C): -0.118, atom 17 (C): -0.189, atom 18 (C): -0.144, atom 19 (C): -0.348, atom 20 (H): 0.095, atom 21 (H): 0.092, atom 22 (C): -0.087, atom 23 (C): -0.112, atom 24 (H): 0.089, atom 25 (H): 0.009, atom 26 (H): 0.072, atom 27 (O): -0.152, atom 28 (C): -0.207, atom 29 (H): 0.091, atom 30 (H): 0.092, atom 31 (Zn): 0.485, atom 32 (C): -0.447, atom 33 (C): -0.610, atom 34 (H): 0.002, atom 35 (C): -0.647, atom 36 (H): 0.058, atom 37 (C): -0.059, atom 38 (Br): 0.723, atom 39 (N): 0.079, atom 40 (O): -0.145, atom 41 (H): 0.021, atom 42 (H): 0.009, atom 43 (C): -0.308, atom 44 (C): -0.304, atom 45 (C): -0.130, atom 46 (C): -0.244, atom 47 (Br): 0.769, atom 48 (H): 0.108, atom 49 (N): 0.112, atom 50 (C): -0.024, atom 51 (C): -0.149, atom 52 (C): -0.696, atom 53 (H): 0.094, atom 54 (H): 0.101, atom 55 (C): -0.045, atom 56 (C): -0.685, atom 57 (H): 0.080, atom 58 (As): 1.145, atom 59 (C): -0.093, atom 60 (H): 0.023, atom 61 (H): 0.104, atom 62 (C): -0.072, atom 63 (H): 0.082, atom 64 (H): 0.101, atom 65 (C): -0.449, atom 66 (H): 0.014, atom 67 (C): -0.149, atom 68 (H): 0.048, atom 69 (C): -0.656, atom 70 (I): 0.849, atom 71 (H): 0.057, atom 72 (H): 0.071, atom 73 (H): 0.076


[2]
# C4H11NO2

A cluster of 2 separate species, C4H11NO2 in total (wB97M-V/def2-TZVPD, the Open Molecules 2025 dataset).

The total energy comes out at -364.215730 Eh. The value obtained for the gap between HOMO and LUMO is 0.38593 Eh. The LUMO energy comes out at 0.73 eV. The energy above the lowest of the compared OMol25 structures with the same formula, charge and spin is 32.91 kcal/mol. As for the SMILES: CC(C)NC=O.O. As for the HOMO energy: -9.776 eV. Its total charge is 0. The calculation puts the max |F| at 0.0503 Eh/bohr.

XYZ file:
```
18
C4H11NO2, DFT wB97M-V/def2-TZVPD
H 0.06107 2.72487 -0.84217
H -0.81166 -1.17718 0.95195
O 1.52053 -5.09239 -4.54787
H 2.26716 -4.46557 -4.52780
H -1.61803 -0.47972 -0.44943
C 0.59590 1.30153 2.88347
C -0.73652 -0.41169 0.18585
H 0.89482 0.89963 0.44222
H -1.31771 0.86965 2.28572
H -1.39075 1.87850 -1.10301
O 1.69791 0.86480 2.61548
H 0.06617 -0.75079 -0.48796
H -1.29451 2.80431 0.29498
H 1.03727 -5.17738 -3.75629
H 0.34927 1.77696 3.83233
C -0.17914 0.98557 0.54936
N -0.46037 1.31556 1.97767
C -0.68141 2.13337 -0.30449
```

Partial charges, Löwdin, in e: atom 1 (H): 0.074, atom 2 (H): 0.073, atom 3 (O): -0.051, atom 4 (H): 0.050, atom 5 (H): 0.067, atom 6 (C): -0.327, atom 7 (C): -0.054, atom 8 (H): 0.117, atom 9 (H): 0.128, atom 10 (H): 0.071, atom 11 (O): 0.023, atom 12 (H): 0.079, atom 13 (H): 0.071, atom 14 (H): 0.002, atom 15 (H): 0.121, atom 16 (C): -0.398, atom 17 (N): 0.019, atom 18 (C): -0.063


[3]
# C10H30KO5

A structure of composition C10H30KO5 (wB97M-V/def2-TZVPD, the Open Molecules 2025 dataset).

The total energy comes out at -1374.473330 Eh. Its multiplicity is 2. The value obtained for the gap between HOMO and LUMO (spin up / spin down) is 0.39214 / 0.13518 Eh. The LUMO energy (spin up / spin down) comes out at -5.68 / -12.67 eV. The energy above the lowest of the compared OMol25 structures with the same formula, charge and spin is 0.00 kcal/mol. The expectation value of S² is 0.754. As for the HOMO energy (spin up / spin down): -16.350 / -16.349 eV. Its total charge is +2. The calculation puts the max |F| at 0.0616 Eh/bohr.

XYZ file:
```
46
C10H30KO5, DFT wB97M-V/def2-TZVPD
C 3.94036 1.95193 -0.66838
C -2.00154 -0.60289 3.68496
H 2.16536 -3.95384 -2.83614
H -1.02443 0.51452 -2.37839
C -0.89304 -0.56144 -2.26368
H -1.56448 4.42961 -0.08781
C -0.97990 3.59019 0.28867
H -2.96972 -0.93877 -2.17031
H 2.24642 -3.24153 -0.23306
H 1.10645 1.80401 -0.41120
O -0.26762 0.87314 3.32621
H 0.08811 1.70183 3.65535
H 2.90091 0.33751 -1.73470
H -2.45562 1.92955 -0.16997
H 0.86171 -2.81975 -3.13169
H -0.60999 -0.92401 -3.25187
O -2.09091 -0.89815 -0.22653
H -0.41181 3.89280 1.16833
H 0.89938 -4.88430 -0.85216
H 0.52524 -4.54817 -3.27663
C -1.03782 0.37507 4.35925
H -2.94158 -1.07234 0.18288
O 1.75208 1.11288 -0.24662
H 0.48338 3.95631 -0.88929
C 0.68851 -3.88901 -1.24337
H -2.51578 2.47956 1.44474
K 0.20663 -0.97262 1.19505
H 3.62075 2.89929 -0.23425
O 1.41295 -2.87540 -0.53782
C 2.69299 1.30572 -1.27923
H 2.34662 1.95776 -2.08108
H -2.53898 -0.17001 2.84123
H -1.66048 1.11657 4.85982
H 4.43444 1.29197 0.04467
C 1.09226 -3.80221 -2.71973
H -2.80626 -0.93578 4.34048
O -0.10328 3.21157 -0.73834
H -0.42733 -0.19754 5.05747
H -0.39367 -3.76435 -1.20518
H -1.16691 1.53099 0.85298
H -1.99304 -2.32043 -1.64552
C -1.82708 2.36300 0.60796
H 4.68903 2.17794 -1.42766
H -1.44370 -1.48926 3.38286
H 0.04479 -0.70844 -1.72799
C -2.07362 -1.23361 -1.62427
```

Partial charges, Löwdin, in e: atom 1 (C): 0.036, atom 2 (C): -0.081, atom 3 (H): 0.082, atom 4 (H): 0.083, atom 5 (C): -0.074, atom 6 (H): 0.133, atom 7 (C): -0.262, atom 8 (H): 0.133, atom 9 (H): 0.095, atom 10 (H): 0.084, atom 11 (O): -0.140, atom 12 (H): 0.105, atom 13 (H): 0.174, atom 14 (H): 0.083, atom 15 (H): 0.055, atom 16 (H): 0.090, atom 17 (O): -0.170, atom 18 (H): 0.122, atom 19 (H): 0.125, atom 20 (H): 0.091, atom 21 (C): -0.306, atom 22 (H): 0.103, atom 23 (O): 0.190, atom 24 (H): 0.110, atom 25 (C): -0.276, atom 26 (H): 0.095, atom 27 (K): 0.871, atom 28 (H): 0.106, atom 29 (O): -0.165, atom 30 (C): -0.151, atom 31 (H): 0.154, atom 32 (H): 0.071, atom 33 (H): 0.132, atom 34 (H): 0.109, atom 35 (C): -0.063, atom 36 (H): 0.095, atom 37 (O): -0.083, atom 38 (H): 0.126, atom 39 (H): 0.098, atom 40 (H): 0.022, atom 41 (H): 0.106, atom 42 (C): -0.062, atom 43 (H): 0.124, atom 44 (H): 0.053, atom 45 (H): 0.034, atom 46 (C): -0.257


[4]
# C17H30Cl3N5NaO7P2

A structure of composition C17H30Cl3N5NaO7P2 (wB97M-V/def2-TZVPD, the Open Molecules 2025 dataset).

The total energy comes out at -3692.032126 Eh. The value obtained for the gap between HOMO and LUMO is 0.25156 Eh. The LUMO energy comes out at 2.04 eV. The energy above the lowest of the compared OMol25 structures with the same formula, charge and spin is 146.82 kcal/mol. As for the HOMO energy: -4.810 eV. Its total charge is -1. The calculation puts the max |F| at 0.0188 Eh/bohr.

XYZ file:
```
65
C17H30Cl3N5NaO7P2, DFT wB97M-V/def2-TZVPD
H 2.58232 -3.49780 2.63605
C -3.49082 -2.13476 -1.95959
H -3.63265 1.22996 -0.30844
C -1.14682 3.21240 0.79843
H 0.20499 3.43896 2.45425
H 3.99956 1.25316 -3.01604
O -0.28510 1.72929 -2.65505
H -0.38193 3.59894 0.12197
C -2.07748 -1.76982 -3.81090
H -3.85251 2.65258 0.72524
O 2.86068 1.75264 0.11456
H 3.48851 -0.78126 -0.11122
H -1.77627 4.06478 1.11173
H 3.69652 -3.25430 1.28525
C -3.17151 0.90892 1.77472
H 2.65634 -1.93240 1.82756
N -0.76896 -3.10201 1.61756
C 0.29071 -3.26172 1.20717
C -2.65094 -2.83740 -4.47286
H -1.88300 2.43326 -0.93527
H -4.16184 0.44319 1.84836
C -0.44876 2.64577 2.04350
C -2.43699 -1.35611 -2.50124
H 4.49165 -0.55968 -1.38378
O 5.26550 1.89710 0.86046
N 0.23609 1.40609 1.77960
C 1.63787 -3.45821 0.67947
C 3.87047 1.82847 -2.09668
C -4.08469 -3.20803 -2.58848
H -1.21838 -1.13027 3.42142
H 2.61912 2.94801 2.63075
H 5.08536 1.00128 0.48595
H 1.14027 1.49607 1.33875
C -3.18873 1.79535 0.51055
H 4.85176 2.17600 -1.76567
H -1.19024 2.46367 2.82229
H -0.83717 0.91820 -2.52906
N 4.07751 -0.09239 -0.58318
P 3.91200 2.76755 0.86848
H -2.45357 -1.03024 1.61909
Cl -4.10934 -1.70056 -0.37522
C 3.18159 0.98092 -1.05161
N -1.88298 2.21649 0.05115
C 0.17649 0.37645 2.78646
H 1.64502 -2.84412 -0.22527
O 0.75547 1.62864 -1.66096
N -2.12313 -0.10472 1.84827
H 0.77849 -0.45467 2.41581
H -3.07843 1.54933 2.65623
C -1.27223 -0.11112 3.03048
H -1.73468 0.50152 3.81474
Na -0.72823 0.14835 -0.12976
O 3.42115 2.45488 2.41237
H -2.31036 -3.09136 -5.46639
O -1.89439 -0.39383 -1.87049
C 2.70570 -3.01123 1.66881
C -3.65202 -3.56412 -3.85405
H 1.75834 -4.50857 0.40636
O 1.14946 -0.69042 -0.56495
H 0.59942 0.67649 3.76152
H 3.24451 2.68620 -2.33490
Cl -0.84199 -0.86657 -4.64104
P 1.63246 0.15108 -1.77462
Cl -4.37486 -4.93087 -4.67593
H -4.87431 -3.75344 -2.09271
```

Partial charges, Löwdin, in e: atom 1 (H): 0.075, atom 2 (C): -0.544, atom 3 (H): 0.092, atom 4 (C): -0.186, atom 5 (H): 0.108, atom 6 (H): 0.073, atom 7 (O): -0.140, atom 8 (H): 0.118, atom 9 (C): -0.566, atom 10 (H): 0.111, atom 11 (O): -0.352, atom 12 (H): 0.058, atom 13 (H): 0.112, atom 14 (H): 0.073, atom 15 (C): -0.210, atom 16 (H): 0.064, atom 17 (N): 0.177, atom 18 (C): -0.217, atom 19 (C): -0.160, atom 20 (H): 0.105, atom 21 (H): 0.102, atom 22 (C): -0.198, atom 23 (C): -0.477, atom 24 (H): 0.089, atom 25 (O): -0.280, atom 26 (N): -0.067, atom 27 (C): -0.232, atom 28 (C): -0.089, atom 29 (C): -0.162, atom 30 (H): 0.097, atom 31 (H): 0.024, atom 32 (H): 0.022, atom 33 (H): 0.076, atom 34 (C): -0.200, atom 35 (H): 0.068, atom 36 (H): 0.096, atom 37 (H): 0.001, atom 38 (N): 0.046, atom 39 (P): 0.742, atom 40 (H): 0.045, atom 41 (Cl): 0.717, atom 42 (C): -0.717, atom 43 (N): -0.082, atom 44 (C): -0.194, atom 45 (H): 0.086, atom 46 (O): -0.387, atom 47 (N): -0.071, atom 48 (H): 0.096, atom 49 (H): 0.096, atom 50 (C): -0.208, atom 51 (H): 0.100, atom 52 (Na): 0.162, atom 53 (O): -0.267, atom 54 (H): 0.096, atom 55 (O): -0.152, atom 56 (C): -0.098, atom 57 (C): -0.693, atom 58 (H): 0.115, atom 59 (O): -0.513, atom 60 (H): 0.112, atom 61 (H): 0.084, atom 62 (Cl): 0.697, atom 63 (P): 0.836, atom 64 (Cl): 0.598, atom 65 (H): 0.096


[5]
# C7H8IN2OS

A structure of composition C7H8IN2OS (wB97M-V/def2-TZVPD, the Open Molecules 2025 dataset).

The total energy comes out at -1151.846906 Eh. The value obtained for the gap between HOMO and LUMO is 0.21158 Eh. The LUMO energy comes out at -5.54 eV. The energy above the lowest of the compared OMol25 structures with the same formula, charge and spin is 31.29 kcal/mol. As for the HOMO energy: -11.297 eV. Its total charge is +1. The calculation puts the max |F| at 0.0109 Eh/bohr.

XYZ file:
```
20
C7H8IN2OS, DFT wB97M-V/def2-TZVPD
O 3.82637 0.33333 -0.24921
H 1.04350 1.14078 0.20457
S -3.71864 -1.96023 -0.14116
H 4.06444 1.25589 -0.01439
N -3.89341 -0.37681 -0.07183
C -2.66710 0.14117 0.02235
C -1.00763 1.81205 0.20747
H 1.00867 -1.97669 0.96803
C -0.27397 -0.50706 0.03811
H 4.36724 -0.00399 -0.99427
H -3.09105 2.26769 0.17795
C -2.32453 1.50966 0.14735
C 0.01423 0.81380 0.15479
H 1.67844 -1.10940 -0.45488
C -1.64588 -0.85519 -0.03066
H 3.86099 -0.26393 0.52852
H 0.48291 -2.36249 -0.68545
C 0.79089 -1.56526 -0.01455
I -0.38684 3.80028 0.37105
N -2.12862 -2.09360 -0.16378
```

Partial charges, Löwdin, in e: atom 1 (O): 0.345, atom 2 (H): 0.061, atom 3 (S): 1.054, atom 4 (H): 0.210, atom 5 (N): -0.218, atom 6 (C): -0.350, atom 7 (C): -0.718, atom 8 (H): 0.092, atom 9 (C): -0.220, atom 10 (H): 0.209, atom 11 (H): 0.112, atom 12 (C): -0.083, atom 13 (C): -0.132, atom 14 (H): 0.044, atom 15 (C): -0.328, atom 16 (H): 0.204, atom 17 (H): 0.086, atom 18 (C): -0.032, atom 19 (I): 0.889, atom 20 (N): -0.223


Question: Which value of total charge does entry 1 give?
Answer: -1


Question: Which value of max |F| does entry 4 give?
Answer: 0.0188 Eh/bohr